{
  "formula": "C4H10O2",
  "method": "wB97M-V/def2-TZVPD",
  "e_tot_ha": -308.79059,
  "total_charge": -1,
  "lumo_ev": [3.6, 3.7],
  "homo_energy_ev": [1.2192, -5.1891],
  "homo_lumo_gap_ev": [2.374, 8.856],
  "s2": 0.750,
  "relative_energy_kj_mol": 160.6,
  "spin_multiplicity": 2,
  "elements": ["C", "C", "C", "O", "C", "H", "H", "H", "H", "H", "H", "H", "H", "H", "H", "O"],
  "positions_angstrom": [[-2.121, -0.004, 1.966], [-0.802, -0.625, 1.511], [-0.073, -0.306, 0.442], [0.045, 1.031, 0.103], [0.640, -1.166, -0.540], [-2.578, 0.383, 1.068], [-2.726, -0.674, 2.562], [-1.906, 0.847, 2.599], [-0.759, -1.670, 1.815], [0.290, 1.533, 0.912], [1.106, -2.067, -0.147], [-0.033, -1.403, -1.372], [1.414, -0.553, -1.006], [3.200, 1.318, -3.640], [1.854, 2.044, -3.243], [2.448, 1.312, -3.030]]
}